{"formula": "C4H10NO", "method": "ωB97M-V/def2-TZVPD", "total_charge": 1, "orbital_gap_ev": 8.91, "lumo_energy_ev": -5.6, "max_force_ha_per_bohr": 0.0889, "de_lowest_kcal_mol": 122.4, "homo_ev": -14.473, "symbols": ["C", "C", "C", "C", "N", "O", "H", "H", "H", "H", "H", "H", "H", "H", "H", "H"], "positions_angstrom": [[0.423, -1.490, 0.846], [1.222, -0.729, -1.350], [-1.412, 1.773, 0.876], [0.128, -0.890, -0.467], [-0.517, 1.269, -0.211], [0.207, 1.903, -0.872], [1.393, -1.382, 1.129], [-0.248, -1.140, 1.654], [0.136, -2.439, 0.645], [1.180, 0.385, -1.455], [1.167, -1.030, -2.464], [2.143, -1.102, -0.982], [-0.871, 2.619, 1.382], [-1.647, 0.851, 1.539], [-2.315, 2.215, 0.401], [-0.992, -0.815, -0.672]]}